Density functional theory data (the ωB97M-V functional and the def2-TZVPD basis) for 13 unconnected molecules or ions with the total composition C16H58N10O13 in a non-equilibrium geometry.

Last columns: bonded neighbours and bond lengths (Å).
Atoms and positions in Å:
1 O -1.49445 6.24118 1.85187  C36 1.451
2 O -3.70045 0.93718 1.04987  C26 1.399
3 O 3.79955 1.19318 0.67887  C33 1.446, H40 0.961
4 O -5.38345 -2.21082 -2.51013  C29 1.415
5 O 0.81955 -0.40982 -3.22813  C39 1.385, H89 0.924
6 O -1.10145 1.73018 3.11887  C28 1.399, H53 0.968
7 O -1.28945 3.48518 -2.55513  C38 1.399, H82 0.984
8 O -0.39545 -3.01182 -1.89713  C35 1.382, H42 1.030
9 O -3.19145 -3.38282 2.45287  C31 1.410
10 O -0.16245 -0.89482 3.42087  C27 1.463, H52 0.972
11 O 5.32955 -0.96382 -2.88413  C25 1.356, H86 0.973
12 O 1.89355 2.31218 2.06687  C34 1.347, H45 1.011
13 O 1.59955 -0.48382 0.14787  C30 1.328
14 N -2.26645 2.43218 -0.12813  C26 1.316, H65 1.059, H69 1.079
15 N 0.00755 1.13418 0.63587  C30 1.310, H43 1.011, H83 1.030
16 N -2.88345 0.60918 -1.17713  C26 1.315, H67 1.066, H68 1.036
17 N -2.07745 3.93218 1.99887  C36 1.255, H49 1.020, H54 1.032
18 N -0.03545 4.37218 1.45087  C36 1.305, H60 0.985, H91 1.028
19 N -1.78645 -3.70482 0.43787  C31 1.331, H71 1.045, H81 1.026
20 N -0.49345 -0.58882 -0.73313  C30 1.332, H51 1.070, H75 1.080
21 N -4.24545 -1.59682 -0.54913  C29 1.265, H73 1.047, H94 1.021
22 N -2.11345 -1.70782 1.17787  C31 1.319, H46 1.076, H79 1.036
23 N -3.53945 -3.38782 -1.44013  C29 1.309, H41 1.072, H97 1.050
24 C 1.13955 -3.72282 -0.19813  C35 1.545, H77 1.079, H78 1.082, H92 1.148
25 C 4.91055 -0.75482 -1.61113  O11 1.356, C32 1.621, H55 1.158, H90 1.086
26 C -2.90945 1.28718 -0.05013  O2 1.399, N14 1.316, N16 1.315
27 C 1.05755 -1.69082 3.29087  O10 1.463, H58 1.094, H66 1.021, H72 1.088
28 C -1.98245 1.78118 4.20387  O6 1.399, H62 1.067, H64 1.090, H76 1.120
29 C -4.40645 -2.40882 -1.50613  O4 1.415, N21 1.265, N23 1.309
30 C 0.41955 0.09418 -0.04513  O13 1.328, N15 1.310, N20 1.332
31 C -2.29945 -2.98782 1.43487  O9 1.410, N19 1.331, N22 1.319
32 C 4.37155 -2.20182 -1.11713  C25 1.621, H44 1.064, H87 1.104, H93 1.092
33 C 4.60855 0.42018 1.59487  O3 1.446, H50 1.095, H61 1.121, H84 1.120
34 C 1.95655 2.28918 3.41187  O12 1.347, H63 1.111, H80 1.063, H85 1.100
35 C 0.88755 -3.48682 -1.70413  O8 1.382, C24 1.545, H57 1.095, H88 1.077
36 C -1.22345 4.81918 1.75487  O1 1.451, N17 1.255, N18 1.305
37 C 0.05255 -0.38882 -5.38913  C39 1.496, H48 1.023, H70 1.118, H95 1.081
38 C -0.10045 3.94218 -1.97713  O7 1.399, H47 1.114, H56 1.097, H96 1.093
39 C -0.32945 -0.16082 -3.96113  O5 1.385, C37 1.496, H59 1.033, H74 1.138
40 H 3.32355 0.62718 0.06487  O3 0.961
41 H -2.74245 -3.44682 -0.72513  N23 1.072
42 H -0.74845 -3.32482 -2.81313  O8 1.030
43 H 0.68755 1.68318 1.14487  N15 1.011
44 H 3.92255 -2.20682 -0.15213  C32 1.064
45 H 2.83955 2.12818 1.76087  O12 1.011
46 H -1.39045 -1.29782 0.49387  N22 1.076
47 H 0.11455 3.48418 -0.98513  C38 1.114
48 H 0.86855 0.10518 -5.76013  C37 1.023
49 H -1.78845 3.00618 2.31487  N17 1.020
50 H 4.95555 -0.50082 1.11587  C33 1.095
51 H -0.19345 -1.43682 -1.31313  N20 1.070
52 H -0.64845 -1.15382 2.61987  O10 0.972
53 H -0.54345 0.94018 3.15287  O6 0.968
54 H -3.01745 4.27018 2.25987  N17 1.032
55 H 4.06355 0.01618 -1.78213  C25 1.158
56 H 0.78055 3.78018 -2.61113  C38 1.097
57 H 1.58355 -2.85682 -2.26813  C35 1.095
58 H 1.84855 -1.21682 3.87987  C27 1.094
59 H -1.01445 -0.91882 -3.80913  C39 1.033
60 H 0.24455 3.46118 1.69987  N18 0.985
61 H 5.58255 0.88718 1.89487  C33 1.121
62 H -2.73945 2.53218 4.15487  C28 1.067
63 H 1.10555 2.75418 3.95487  C34 1.111
64 H -1.43545 1.92018 5.13687  C28 1.090
65 H -1.94445 2.84518 -1.04813  N14 1.059
66 H 1.31755 -1.70182 2.30387  C27 1.021
67 H -2.73145 1.03018 -2.14513  N16 1.066
68 H -3.40845 -0.27482 -1.04713  N16 1.036
69 H -2.34745 3.13518 0.68687  N14 1.079
70 H -0.77345 0.01218 -6.02713  C37 1.118
71 H -2.07645 -4.70782 0.47487  N19 1.045
72 H 0.87455 -2.73082 3.55187  C27 1.088
73 H -3.54545 -1.73182 0.21787  N21 1.047
74 H -0.92445 0.80318 -3.85613  C39 1.138
75 H -1.47445 -0.16582 -0.89013  N20 1.080
76 H -2.58145 0.83518 4.24587  C28 1.120
77 H 0.64455 -4.52282 0.32987  C24 1.079
78 H 1.04255 -2.82882 0.40287  C24 1.082
79 H -2.66445 -1.07882 1.78987  N22 1.036
80 H 1.90455 1.31918 3.84287  C34 1.063
81 H -1.01845 -3.46982 -0.20013  N19 1.026
82 H -1.56845 4.07518 -3.29113  O7 0.984
83 H -0.86145 1.64218 0.41687  N15 1.030
84 H 4.00855 0.22118 2.51887  C33 1.120
85 H 2.95155 2.70418 3.62787  C34 1.100
86 H 5.80155 -0.18982 -3.23713  O11 0.973
87 H 3.55955 -2.56682 -1.77013  C32 1.104
88 H 0.96755 -4.41882 -2.23813  C35 1.077
89 H 0.63155 -0.28482 -2.33213  O5 0.924
90 H 5.71755 -0.42182 -0.96513  C25 1.086
91 H 0.66755 4.85318 0.87587  N18 1.028
92 H 2.22055 -3.98482 0.08787  C24 1.148
93 H 5.06855 -3.03982 -1.17713  C32 1.092
94 H -5.06245 -0.98782 -0.49313  N21 1.021
95 H 0.19655 -1.42682 -5.65513  C37 1.081
96 H -0.16545 4.99218 -1.68113  C38 1.093
97 H -3.52745 -4.03382 -2.26813  N23 1.050

Values from the calculation:
2S+1: 1
Orbital gap (eV): 8.8